1.
26
Properties=species:S:1:pos:R:3:forces:R:3:lowdin_charge:R:1 method="wB97M-V/def2-TZVPD" de_lowest_kcal_mol=55.89 orbital_gap_ev="4.6954 / 6.5388" homo_energy_ev="-7.581 / -12.971" total_charge=+1 multiplicity=3 e_tot_ha=-821.07127
H -0.91988 2.42411 -0.34559 -0.39 1.07 -0.19 0.115
C 0.32071 0.23209 -0.75961 0.97 1.76 0.87 -0.311
S 2.34168 2.23541 -0.37365 0.98 4.08 -1.23 0.867
H 1.57907 -2.93547 -0.50254 0.02 -0.18 0.60 0.117
H 2.54404 -2.21025 1.58941 0.51 0.49 0.55 0.112
H 0.32105 -1.66354 -1.94696 -0.92 0.22 -0.68 0.103
H 0.13533 0.97766 -1.59492 0.62 -0.61 0.70 0.148
H -3.15263 -0.31462 1.36941 0.46 0.40 0.07 0.111
C 1.36384 0.83089 0.38941 -3.83 -1.97 -0.01 -0.555
H 1.95008 -0.99753 -1.66718 -2.38 0.28 0.82 0.172
C 1.99638 -1.44854 1.05885 -1.22 -3.58 -1.43 -0.092
H 0.12265 -2.44269 0.36066 0.11 -0.31 0.52 0.097
H 3.31667 1.58490 -0.96098 0.67 -1.26 -0.20 -0.127
H 0.76271 1.50712 1.05066 0.37 -0.59 -0.46 0.086
H -3.92133 1.09243 0.74367 -0.69 0.74 0.04 0.078
H -1.04431 -1.07158 -0.09872 -0.97 2.03 0.56 0.175
H 2.84910 0.22192 1.84624 -0.51 0.10 0.04 0.123
C 2.06860 -0.16299 1.17585 1.49 1.71 0.93 -0.174
H -2.72294 2.57848 -0.06467 0.11 1.31 -0.02 0.134
C -1.97670 0.82217 0.00416 0.65 -2.36 -0.07 -0.403
H -3.80539 -0.46696 -0.19353 1.24 1.87 0.62 0.156
C 0.84924 -1.09158 -1.21610 4.10 -1.27 0.64 -0.143
N -0.96909 -0.01436 -0.14933 0.15 -2.09 -0.40 0.109
C -3.24445 0.32122 0.47751 -2.25 -3.48 -0.13 0.009
N -1.86718 2.09437 -0.21287 0.94 -0.10 -0.21 0.246
C 1.10275 -2.10268 0.02080 -0.21 1.74 -1.93 -0.153


2.
30
Properties=species:S:1:pos:R:3:forces:R:3:lowdin_charge:R:1 method="wB97M-V/def2-TZVPD" de_lowest_kcal_mol=48.32 orbital_gap_ev=9.5328 homo_energy_ev=-9.399 e_tot_ha=-1024.61502
N 1.01775 1.00294 -0.24300 0.65 -1.41 -0.32 -0.085
H -2.00684 -3.11699 0.45810 0.88 0.71 0.01 0.107
O -1.06985 -1.29117 -0.38370 0.96 -0.40 2.91 -0.299
H -1.50496 2.66982 0.25035 -0.02 1.96 -0.43 0.041
N 4.96185 -1.58177 -0.20955 1.03 -0.55 -0.21 0.180
C 4.09773 -0.88767 -0.48511 -0.64 -0.88 1.51 -0.273
H -1.89978 1.05804 -0.52910 0.77 0.98 1.17 0.099
H 1.00800 2.74327 1.89542 -0.09 2.29 -0.82 0.054
C -1.77416 -2.57280 -0.47995 -0.53 0.19 0.02 -0.353
P -0.10240 -0.59379 1.32630 1.39 -2.22 -5.44 0.808
C 1.35213 1.89180 -1.30369 -3.59 0.22 -0.07 -0.029
H -1.36579 -3.32740 -1.19467 1.02 0.73 0.85 0.107
H -3.07649 -2.45091 -2.32072 0.09 0.45 2.56 0.106
C 1.85364 -0.08941 -0.00785 -3.61 -0.36 3.11 -0.482
H -0.25619 1.78934 2.75670 0.30 0.43 0.18 0.085
C -3.12261 -2.37525 -1.12046 -2.25 -0.53 -3.10 -0.150
H -2.19232 1.37036 1.26764 1.61 0.55 -1.83 0.135
C 0.51771 1.83270 1.98866 1.03 -2.87 1.45 -0.058
C -1.46929 1.63854 0.35893 -1.22 -3.53 0.77 -0.046
H 3.04098 0.39433 -1.47185 0.20 -0.01 0.64 0.152
N 1.52283 -0.98993 0.85669 -1.97 0.25 0.67 0.040
H -3.84017 -3.21678 -0.88005 0.93 0.64 -0.02 0.077
H -3.71137 -1.46707 -0.90897 0.66 -0.11 0.23 0.060
C -0.05652 1.12853 0.73844 -0.03 0.27 0.74 -0.539
H 2.23930 2.36442 -1.10684 2.02 1.88 0.31 0.069
H 0.46609 2.53717 -1.52454 1.02 0.02 0.54 0.126
O -0.53952 -0.97324 2.63823 -1.05 -0.42 1.29 -0.256
H 1.45956 1.26717 2.40568 -1.93 0.28 -0.65 0.125
H 1.41116 1.34919 -2.19943 0.38 -0.91 -1.53 0.080
N 3.03952 -0.10340 -0.57168 2.02 2.34 -4.54 0.121


3.
25
Properties=species:S:1:pos:R:3:forces:R:3:lowdin_charge:R:1 method="wB97M-V/def2-TZVPD" de_lowest_kcal_mol=109.93 orbital_gap_ev="6.6113 / 6.6118" homo_energy_ev="-7.908 / -7.908" e_tot_ha=-443.66599
H -1.06902 -1.41739 -1.93300 0.12 0.15 0.02 0.123
C -0.08762 -1.60941 -1.47862 0.47 -0.27 0.23 -0.014
H -1.00983 -1.65185 1.48467 0.18 0.05 0.21 0.060
C 0.33686 0.44684 0.14590 1.22 -0.11 -0.25 -0.656
H 1.60649 1.15395 2.36372 -0.08 -0.04 -0.02 0.077
H 0.51348 -2.16045 -2.20474 -0.07 0.06 -0.08 0.094
H 2.25591 -0.28116 0.52396 -0.13 0.27 -0.11 0.100
C 1.20682 0.42395 -2.23639 0.65 -0.48 0.31 -0.007
H -1.70785 2.29101 0.65183 -0.01 -0.04 -0.04 0.084
H 1.87436 1.18516 -1.81820 -0.18 0.05 0.13 0.103
C -2.06640 1.37978 0.17323 0.12 0.05 -0.29 -0.055
O 0.64956 1.70565 0.02136 -0.26 -0.14 0.17 -0.128
H -3.10318 1.18667 0.45011 0.07 -0.08 0.12 0.075
H 1.70398 -0.24205 -2.94358 -0.12 0.02 -0.06 0.093
C -1.17300 0.22802 0.53961 0.20 0.05 0.57 -0.266
H -0.25093 -2.22379 -0.59666 -0.06 0.13 0.03 0.082
N 1.34639 -0.42760 0.95166 -1.02 0.06 0.32 -0.023
C 0.55556 -0.32130 -1.14800 -1.28 0.44 -1.12 -0.078
H 0.44436 0.99514 -2.78218 -0.12 -0.05 0.20 0.130
H -2.04960 1.57328 -0.90470 0.10 0.02 0.05 0.081
H 2.31981 -0.40962 2.80092 -0.06 -0.04 0.02 0.074
C 1.45927 0.06906 2.33130 0.11 0.08 -0.01 -0.120
C -1.63408 -0.80636 1.23531 0.13 -0.33 -0.47 0.039
H -2.68809 -0.90274 1.47079 0.02 0.17 0.10 0.064
H 0.56676 -0.18479 2.90170 0.00 -0.02 -0.04 0.066


4.
26
Properties=species:S:1:pos:R:3:forces:R:3:lowdin_charge:R:1 method="wB97M-V/def2-TZVPD" de_lowest_kcal_mol=182.95 orbital_gap_ev="9.3794 / 9.3788" homo_energy_ev="-8.681 / -8.681" smiles="CC(C)(C)/C=[N+](/[O-])O.C#CC" e_tot_ha=-518.80880
H 1.23507 -3.24184 0.15452 1.05 0.52 1.21 0.114
N 0.91213 0.76828 1.11362 -1.62 -0.28 1.89 -0.304
C 3.20287 -0.99272 -1.01735 -0.90 -2.26 0.89 0.081
H -1.93677 3.00187 0.04345 0.90 -1.82 -0.37 0.110
H -0.83309 0.62960 2.08063 -0.02 -0.29 1.29 0.120
C 2.67413 -1.84189 -0.33255 1.14 1.01 -0.23 -0.192
H 1.46425 -1.80377 1.17322 -1.04 0.73 1.52 0.032
H -0.59630 2.39056 -1.14668 -1.49 0.10 1.05 0.104
H -2.63895 -0.98072 0.39686 -0.58 1.19 -0.26 0.096
C -2.70748 0.14775 0.41980 -0.87 -0.07 -2.25 -0.054
O 1.62607 0.62561 2.14754 -0.05 0.24 -0.47 -0.054
O 1.61664 1.00759 -0.02662 -0.86 0.66 -0.71 0.033
C 1.98980 -2.57957 0.70888 -0.66 -1.22 -2.41 -0.088
H -0.62734 -1.25500 -0.98561 -0.09 1.28 0.57 0.105
H -1.43498 -0.10778 -1.99527 0.90 0.20 0.02 0.101
C -1.35640 0.72531 -0.05795 0.65 -0.95 0.60 -0.606
H 0.23673 0.16963 -1.41498 2.77 1.24 -1.13 0.014
C -1.57841 2.10976 -0.60062 0.19 2.85 -2.66 -0.092
H 2.67424 -3.10554 1.35466 -0.09 -0.28 0.22 0.080
H 3.48575 -0.64971 -1.94267 0.78 1.11 -1.34 0.009
H -2.89298 0.41087 1.44480 -0.34 0.39 0.40 0.055
C -0.41351 0.68752 1.12221 1.81 0.71 -1.52 0.018
C -0.68935 -0.13552 -1.16398 -4.88 -2.37 -0.06 -0.046
H 2.50418 1.21367 0.29440 0.18 -0.26 0.39 0.124
H -3.55347 0.65737 -0.30428 1.85 -1.87 1.95 0.138
H -2.36283 2.14867 -1.46600 1.26 -0.57 1.42 0.103


5.
27
Properties=species:S:1:pos:R:3:forces:R:3:lowdin_charge:R:1 method="wB97M-V/def2-TZVPD" de_lowest_kcal_mol=61.20 orbital_gap_ev=7.1060 homo_energy_ev=-6.604 e_tot_ha=-917.12692
H -0.70223 -2.49889 -1.63502 0.15 0.60 0.39 0.097
H -2.09074 0.19133 -1.15597 0.56 0.62 -1.14 0.046
H -0.02761 3.55243 -1.27509 0.45 -1.04 0.58 0.102
H 0.34406 -1.11256 -1.97385 0.40 0.57 -1.23 0.005
H -0.64007 -2.84727 0.97862 0.88 -0.58 0.21 0.077
C 0.59833 0.25834 0.15474 -1.01 -0.44 -0.46 -0.349
H -0.11417 3.50249 1.39941 -0.79 -1.90 -1.56 0.165
H -1.42187 -1.57984 1.76151 0.84 -0.15 0.28 0.081
H -1.39041 2.69114 0.35528 -1.84 0.51 -0.79 0.085
C -0.38286 2.66794 0.58775 3.36 1.02 3.18 -0.198
O 3.76129 -1.38456 -1.62145 0.67 0.19 -0.12 0.194
H 0.36943 -1.49976 1.91051 -0.06 -0.95 -0.48 0.083
C 3.69706 -1.67528 -0.50278 -1.38 -0.11 -0.32 -0.439
S 0.48834 1.23365 -1.46862 -0.05 -0.37 0.64 0.836
C -0.51255 -0.93967 -0.00973 2.07 0.46 -1.75 -0.664
C 0.52312 2.79538 -0.61005 -4.14 0.67 -2.59 -0.511
H -1.04847 0.73400 1.18707 -0.16 1.05 0.42 0.082
N -0.18603 1.28895 1.16230 -0.18 -1.28 -0.54 -0.029
O 3.47152 -2.01205 0.57980 0.63 -0.05 0.49 0.188
C -0.44923 -1.81950 1.24422 -2.57 1.74 0.55 -0.064
H -2.55046 -1.37075 -0.58408 -0.01 0.11 0.32 0.094
H 0.21932 1.19769 2.08738 0.38 0.48 -0.23 0.145
H 0.86235 -2.35127 -0.84273 0.03 0.19 -0.33 0.075
H -2.35294 0.01919 0.51466 -0.55 -0.35 -0.13 0.069
H 1.44827 3.21192 -0.66270 2.95 0.88 1.42 0.026
C 0.01448 -1.75890 -1.21319 -0.05 -1.32 1.38 -0.094
C -1.92794 -0.49417 -0.36804 -0.58 -0.57 1.82 -0.101


6.
25
Properties=species:S:1:pos:R:3:forces:R:3:lowdin_charge:R:1 method="wB97M-V/def2-TZVPD" de_lowest_kcal_mol=47.79 orbital_gap_ev="7.9689 / 7.9858" homo_energy_ev="-7.968 / -7.999" e_tot_ha=-766.62644
H 0.69622 1.45257 -0.13682 -0.02 -0.08 0.01 0.106
N 1.72016 -1.22398 -0.24007 0.59 -0.49 0.54 0.105
C -1.12407 -1.68567 -1.44267 -0.07 -0.01 -0.24 -0.215
H -2.65063 -0.72650 -0.26878 -0.03 0.05 -0.04 0.105
S 0.14728 -0.36726 1.34359 0.09 0.35 -0.39 0.947
H 2.05252 -0.23122 2.73366 0.09 0.00 -0.01 0.071
H -1.08031 1.34354 -1.78505 -0.05 0.07 -0.01 0.117
H -0.07241 -0.65104 -3.03380 -0.02 -0.01 -0.08 0.114
H -0.84112 -2.17974 -0.51192 -0.01 -0.15 -0.02 0.088
H 0.34650 1.02105 4.02438 -0.09 -0.01 0.09 0.066
C 1.03365 -0.43902 -1.17273 -0.57 0.50 -0.90 -0.539
C 0.17674 0.51074 -0.32114 0.12 -0.04 0.72 -0.475
H 0.72302 -2.13032 -2.46684 0.03 0.07 -0.08 0.109
H -1.66595 -2.40887 -2.05568 0.00 -0.05 0.12 0.109
C 0.88413 1.53153 3.23089 0.11 -0.03 -0.12 -0.170
H -1.74958 1.43028 -0.15184 0.08 0.03 -0.11 0.111
C -1.21393 0.78500 -0.85452 -0.03 -0.01 0.01 -0.218
C 0.15223 -1.25514 -2.15153 0.11 -0.05 0.31 -0.165
H 1.68717 2.11676 3.67392 0.06 0.08 0.11 0.070
C -2.02572 -0.48685 -1.13163 -0.02 -0.06 0.04 -0.203
H -2.69715 -0.29659 -1.97224 -0.03 -0.01 0.05 0.108
H 0.19646 2.20987 2.73122 -0.06 0.10 0.00 0.064
C 1.45647 0.53423 2.24098 -0.35 -0.15 -0.12 -0.517
H 2.07759 1.01704 1.49086 0.10 -0.06 -0.01 0.067
H 1.77071 0.12959 -1.77225 -0.02 -0.05 0.11 0.142